i | Density functional theory data (ωB97M-V/def2-TZVPD) for one molecule with the formula C4H8O3.

The geometry in XYZ format:
```
15
Properties=species:S:1:pos:R:3:nbo_charge:R:1
O 1.071 -1.892 0.507 -0.567
C 0.649 -0.821 0.111 0.584
C 1.555 0.389 0.216 -0.171
O 2.714 0.072 0.927 -0.712
C -0.746 -0.808 -0.481 -0.534
C -1.565 0.481 -0.474 -0.062
O -1.501 1.051 0.820 -0.724
H 1.792 0.702 -0.815 0.184
H 1.012 1.212 0.699 0.211
H 2.666 -0.887 1.083 0.489
H -0.684 -1.193 -1.506 0.243
H -1.187 -1.630 0.092 0.248
H -1.197 1.191 -1.236 0.162
H -2.605 0.240 -0.748 0.174
H -1.973 1.893 0.804 0.475
```

Properties
- E_HOMO: -10.1 eV
- Lowest unoccupied orbital energy: 0.022 Ha
- Gap between HOMO and LUMO: 10.72 eV
- SMILES: O=C(CO)CCO

***

ii | Density functional theory data (ωB97M-V/def2-TZVPD) for one molecule with the formula C4H8O3.

The geometry in XYZ format:
```
15
Properties=species:S:1:pos:R:3:nbo_charge:R:1
C -1.680 1.016 -0.723 -0.622
C -0.304 0.673 -0.158 0.067
O -0.345 0.981 1.216 -0.733
C 0.038 -0.794 -0.424 -0.111
O 1.462 -1.059 -0.418 -0.494
C 2.092 -1.104 0.747 0.663
O 1.610 -0.898 1.837 -0.615
H -2.391 0.193 -0.587 0.205
H -1.635 1.271 -1.786 0.209
H -2.061 1.878 -0.170 0.235
H 0.462 1.275 -0.677 0.160
H 0.328 0.452 1.673 0.494
H -0.268 -1.089 -1.430 0.205
H -0.456 -1.437 0.313 0.204
H 3.149 -1.358 0.588 0.131
```

Properties
- E_HOMO: -10.2 eV
- Lowest unoccupied orbital energy: 0.031 Ha
- Gap between HOMO and LUMO: 11.08 eV
- SMILES: C[C@@H](O)COC=O

***

iii | Density functional theory data (ωB97M-V/def2-TZVPD) for one molecule with the formula C4H8O3.

The geometry in XYZ format:
```
15
Properties=species:S:1:pos:R:3:nbo_charge:R:1
O 1.115 -1.463 -0.973 -0.586
C 0.579 -0.862 -0.057 0.553
C 1.368 0.069 0.827 -0.174
O 2.693 0.110 0.411 -0.711
C -0.869 -0.811 0.126 -0.538
C -1.278 0.544 -0.838 -0.048
O -1.130 1.840 -0.338 -0.705
H 0.885 1.061 0.791 0.207
H 1.260 -0.293 1.864 0.182
H 2.719 -0.517 -0.336 0.487
H -1.338 -1.756 -0.229 0.235
H -1.199 -0.651 1.165 0.223
H -0.696 0.539 -1.766 0.201
H -2.210 0.047 -0.801 0.193
H -1.901 2.143 0.156 0.481
```

Properties
- E_HOMO: -9.9 eV
- Lowest unoccupied orbital energy: 0.019 Ha
- Gap between HOMO and LUMO: 10.39 eV
- SMILES: O=C(CO)CCO

***

Which one sits at the top of the stability order? ii does.

***

i | Density functional theory data (ωB97M-V/def2-TZVPD) for one molecule with the formula C4H8O3.

The geometry in XYZ format:
```
15
Properties=species:S:1:pos:R:3:nbo_charge:R:1
O 2.941 -0.209 0.505 -0.586
C 2.011 0.247 -0.107 0.795
O 1.989 1.533 -0.527 -0.689
C 0.758 -0.469 -0.466 -0.517
C -0.491 0.256 0.053 -0.413
C -1.587 -0.749 0.377 -0.051
O -2.836 -0.140 0.681 -0.715
H 2.818 1.920 -0.209 0.496
H 0.715 -0.542 -1.547 0.238
H 0.817 -1.472 -0.055 0.234
H -0.911 0.961 -0.658 0.203
H -0.252 0.801 0.968 0.213
H -1.323 -1.351 1.251 0.177
H -1.722 -1.469 -0.448 0.154
H -2.927 0.682 0.181 0.463
```

Properties
- E_HOMO: -10.5 eV
- Lowest unoccupied orbital energy: 0.025 Ha
- Gap between HOMO and LUMO: 11.17 eV
- SMILES: O=C(O)CCCO

***

ii | Density functional theory data (ωB97M-V/def2-TZVPD) for a 2-piece molecular cluster, C4H8O3 overall.

The geometry in XYZ format:
```
15
Properties=species:S:1:pos:R:3:nbo_charge:R:1
O 2.839 -1.663 0.378 -0.432
C 1.729 -1.464 0.788 0.329
C 0.705 -0.718 -0.066 0.483
O 1.030 -0.356 -1.176 -0.489
C -0.651 -0.529 0.561 -0.546
C -1.567 0.345 -0.272 -0.061
O -1.060 1.662 -0.380 -0.719
H 1.358 -1.812 1.773 0.113
H -1.095 -1.523 0.722 0.240
H -0.510 -0.086 1.556 0.240
H -1.717 -0.122 -1.256 0.178
H -2.540 0.442 0.213 0.186
H -0.430 1.669 -1.108 0.483
H 0.653 2.141 1.267 0.011
H 1.297 2.198 1.625 -0.018
```

Properties
- E_HOMO: -10.0 eV
- Lowest unoccupied orbital energy: -0.025 Ha
- Gap between HOMO and LUMO: 9.29 eV
- SMILES: O=CC(=O)CCO.[H][H]

***

Which one sits at the top of the stability order? i does.

***

i | Density functional theory data (ωB97M-V/def2-TZVPD) for a 2-piece molecular cluster, C4H8N3 overall.

The geometry in XYZ format:
```
15
Properties=species:S:1:pos:R:3:nbo_charge:R:1
C -1.140 -0.498 -0.641 -0.606
C 1.788 1.745 -0.017 -0.256
C -2.407 -0.748 -0.244 0.068
C 2.278 0.536 0.151 0.335
N 2.859 -0.551 0.324 0.019
N 3.178 -1.681 -0.015 -0.095
N -3.170 0.232 0.289 -0.809
H -0.648 0.416 -0.353 0.148
H -0.660 -1.437 -0.840 0.212
H 0.803 1.925 -0.461 0.293
H 2.238 2.687 0.368 0.297
H -2.818 -1.843 -0.324 0.218
H 4.133 -2.012 0.212 0.403
H -2.672 1.149 0.381 0.368
H -3.763 0.080 1.170 0.404
```

Properties
- E_HOMO (alpha / beta): -11.1 / -11.1 eV
- Lowest unoccupied orbital energy (alpha / beta): -0.273 / -0.273 Ha
- Gap between HOMO and LUMO (alpha / beta): 3.65 / 3.65 eV
- Total charge: +1

***

ii | Density functional theory data (ωB97M-V/def2-TZVPD) for C4H8N3 as an isolated structure.

The geometry in XYZ format:
```
15
Properties=species:S:1:pos:R:3:nbo_charge:R:1
C -0.200 1.499 -0.534 0.393
C 1.041 1.568 0.264 -0.194
C -0.870 -0.508 -1.274 -0.244
C 0.149 -0.857 -0.129 -0.288
N -0.326 0.799 -1.549 -0.361
N -0.923 1.140 0.693 -0.479
N 0.181 0.322 0.926 -0.229
H 2.104 1.377 -0.107 0.273
H 1.061 2.509 0.970 0.276
H -0.846 -1.178 -2.074 0.252
H -1.985 -0.487 -0.921 0.204
H -0.048 -1.868 0.331 0.265
H 1.144 -0.989 -0.692 0.257
H -1.899 0.820 0.657 0.413
H 0.340 -0.141 1.853 0.464
```

Properties
- E_HOMO: -14.3 eV
- Lowest unoccupied orbital energy: -0.161 Ha
- Gap between HOMO and LUMO: 9.95 eV
- Total charge: +1

***

iii | Density functional theory data (ωB97M-V/def2-TZVPD) for an isolated ion of composition C4H8N3 and charge +1.

The geometry in XYZ format:
```
15
Properties=species:S:1:pos:R:3:nbo_charge:R:1
C 1.460 0.013 0.049 0.678
C -1.180 0.203 -0.152 0.199
C -0.039 -1.930 0.031 -0.069
C 2.407 1.113 0.054 -0.734
N 1.086 -1.094 0.120 -0.290
N -1.225 -1.112 0.217 -0.613
N -2.207 0.961 -0.284 -0.759
H -0.172 -2.328 -0.992 0.231
H -0.075 -2.830 0.716 0.253
H 3.387 0.748 -0.276 0.300
H 2.334 1.419 1.108 0.295
H 1.928 1.785 -0.676 0.295
H -1.998 -1.726 0.026 0.392
H -1.989 1.948 -0.197 0.426
H -3.230 0.623 -0.311 0.395
```

Properties
- E_HOMO: -12.8 eV
- Lowest unoccupied orbital energy: -0.142 Ha
- Gap between HOMO and LUMO: 8.93 eV
- Total charge: +1

***

Which one sits at the top of the stability order? iii does.

***

i | Density functional theory data (ωB97M-V/def2-TZVPD) for an isolated ion of composition C4H8N3 and charge +1.

The geometry in XYZ format:
```
15
Properties=species:S:1:pos:R:3:nbo_charge:R:1
H -2.033 1.988 0.718 0.431
N -1.793 1.021 0.455 -0.571
C -2.472 0.045 0.080 0.231
N -1.700 -1.176 -0.305 -0.010
N -0.518 -1.095 -0.339 0.035
C 0.514 -0.384 -0.137 0.409
C 1.243 -0.514 1.145 -0.701
C 1.281 0.279 -1.260 -0.647
H -3.430 -0.046 -0.311 0.215
H 2.186 -1.091 1.033 0.283
H 0.796 -0.956 2.086 0.276
H 1.626 0.537 1.366 0.274
H 1.647 1.208 -0.849 0.261
H 0.612 0.499 -2.042 0.245
H 2.040 -0.317 -1.641 0.270
```

Properties
- E_HOMO: -15.2 eV
- Lowest unoccupied orbital energy: -0.208 Ha
- Gap between HOMO and LUMO: 9.52 eV
- SMILES: [H]/N=C/N=[N+]=C(C)C
- Total charge: +1

***

ii | Density functional theory data (ωB97M-V/def2-TZVPD) for an isolated ion of composition C4H8N3 and charge +1.

The geometry in XYZ format:
```
15
Properties=species:S:1:pos:R:3:nbo_charge:R:1
C 0.045 -2.054 -0.729 -0.404
N -0.194 -0.640 -0.319 -0.251
C -1.140 0.158 -0.792 -0.005
C -0.963 1.440 -0.210 -0.054
N 0.185 1.337 0.475 -0.085
N 0.897 2.369 1.013 -0.613
C 0.619 0.058 0.496 0.164
H 1.037 -1.886 -1.121 0.229
H 0.066 -2.808 0.006 0.243
H -0.571 -2.310 -1.562 0.242
H -1.920 -0.210 -1.320 0.240
H -1.498 2.315 -0.214 0.248
H 0.366 3.213 1.146 0.397
H 1.466 2.208 1.883 0.409
H 1.342 -0.410 1.074 0.241
```

Properties
- E_HOMO: -13.8 eV
- Lowest unoccupied orbital energy: -0.117 Ha
- Gap between HOMO and LUMO: 10.64 eV
- SMILES: C[n+]1ccn(N)c1
- Total charge: +1

***

Which one sits at the top of the stability order? ii does.

***

i | Density functional theory data (ωB97M-V/def2-TZVPD) for an isolated ion of composition C4H8N3 and charge +1.

The geometry in XYZ format:
```
15
Properties=species:S:1:pos:R:3:nbo_charge:R:1
C -3.007 0.308 -0.005 -0.405
C -1.689 0.091 -0.099 0.429
N -0.464 0.022 -0.017 -0.212
C 0.419 -1.117 -0.200 -0.248
C 1.876 -0.590 0.171 -0.239
N 1.790 0.827 -0.002 -0.352
N 0.562 1.182 0.330 -0.273
H -3.864 0.304 -0.569 0.276
H -3.291 0.495 1.030 0.269
H 0.396 -1.331 -1.266 0.239
H 0.134 -1.887 0.478 0.253
H 2.023 -0.768 1.239 0.223
H 2.747 -0.919 -0.320 0.249
H 2.129 1.198 -0.868 0.367
H 0.241 2.185 0.097 0.423
```

Properties
- E_HOMO (alpha / beta): -13.3 / -13.3 eV
- Lowest unoccupied orbital energy (alpha / beta): -0.168 / -0.168 Ha
- Gap between HOMO and LUMO (alpha / beta): 8.75 / 8.75 eV
- SMILES: C=C=[N+]1CCNN1
- Total charge: +1

***

ii | Density functional theory data (ωB97M-V/def2-TZVPD) for C4H8N3 as an isolated structure.

The geometry in XYZ format:
```
15
Properties=species:S:1:pos:R:3:nbo_charge:R:1
C 1.335 1.081 0.807 0.212
C -2.912 -0.480 0.123 0.074
C 2.421 -0.417 -0.338 -0.373
C 0.953 -0.638 -0.594 0.223
N 2.530 0.564 0.640 -0.300
N 0.339 0.299 0.094 -0.465
N -2.153 0.566 -0.017 -0.640
H 1.155 1.872 1.444 0.232
H -3.946 -0.475 0.352 0.190
H 2.790 -1.406 -0.138 0.281
H 3.100 -0.035 -1.139 0.319
H 0.492 -1.253 -1.277 0.231
H -2.653 -1.448 0.350 0.181
H -2.659 1.391 -0.359 0.404
H -0.794 0.380 0.053 0.430
```

Properties
- E_HOMO: -15.0 eV
- Lowest unoccupied orbital energy: -0.167 Ha
- Gap between HOMO and LUMO: 10.50 eV
- Total charge: +1

***

Which one sits at the top of the stability order? ii does.

***

i | Density functional theory data (ωB97M-V/def2-TZVPD) for a 2-piece molecular cluster, C6H12O overall.

The geometry in XYZ format:
```
19
Properties=species:S:1:pos:R:3:nbo_charge:R:1
C -1.093 -1.614 -0.911 -0.610
C -0.836 -0.130 -0.691 -0.246
C -1.037 0.361 0.745 -0.438
C -0.250 1.671 0.748 -0.070
O 0.787 1.520 -0.226 -0.532
C 0.610 0.309 -0.916 -0.006
C 2.192 -0.943 1.004 -0.304
H -2.136 -1.865 -0.691 0.214
H -0.894 -1.903 -1.950 0.210
H -0.450 -2.216 -0.259 0.225
H -1.478 0.465 -1.357 0.205
H -0.591 -0.365 1.436 0.220
H -2.089 0.500 1.014 0.220
H 0.201 1.902 1.720 0.184
H -0.875 2.522 0.447 0.174
H 0.887 0.448 -1.968 0.200
H 2.071 0.043 1.513 0.100
H 1.285 -0.495 -0.498 0.153
H 3.145 -0.783 0.445 0.100
```

Properties
- E_HOMO: -9.0 eV
- Lowest unoccupied orbital energy: -0.020 Ha
- Gap between HOMO and LUMO: 8.46 eV

***

ii | Density functional theory data (ωB97M-V/def2-TZVPD) for a 2-piece molecular cluster, C6H12O overall.

The geometry in XYZ format:
```
19
Properties=species:S:1:pos:R:3:nbo_charge:R:1
C -1.446 -1.652 -0.148 -0.413
C -0.150 -1.835 -0.389 -0.173
C 0.716 -0.909 -1.201 -0.452
C 1.998 -0.501 -0.470 -0.598
H -2.025 -2.374 0.424 0.195
H -1.966 -0.771 -0.518 0.215
H 0.347 -2.723 0.008 0.187
H 0.134 -0.023 -1.479 0.220
H 0.990 -1.416 -2.137 0.209
H 2.657 0.081 -1.124 0.209
H 1.775 0.107 0.414 0.197
H 2.557 -1.381 -0.132 0.202
C -0.530 1.635 1.489 -0.735
C -1.150 2.255 0.268 0.449
O -1.637 1.641 -0.653 -0.530
H -0.521 0.545 1.409 0.246
H 0.490 2.017 1.617 0.232
H -1.096 1.941 2.377 0.237
H -1.144 3.365 0.247 0.102
```

Properties
- E_HOMO: -9.4 eV
- Lowest unoccupied orbital energy: 0.038 Ha
- Gap between HOMO and LUMO: 10.45 eV
- SMILES: C=CCC.CC=O

***

Which one sits at the top of the stability order? ii does.

***

i | Density functional theory data (ωB97M-V/def2-TZVPD) for a 2-piece molecular cluster, C2H3IN2 overall.

The geometry in XYZ format:
```
8
Properties=species:S:1:pos:R:3:nbo_charge:R:1
C 0.694 0.822 0.894 -0.023
C 1.078 0.311 -0.455 -0.829
N -1.800 -1.793 0.073 -0.014
N -2.300 -1.942 1.066 0.014
I -1.045 1.968 0.682 0.122
H 0.133 0.235 -1.114 0.218
H 1.565 -0.687 -0.342 0.245
H 1.674 1.086 -0.805 0.267
```

Properties
- E_HOMO: -8.8 eV
- Lowest unoccupied orbital energy: -0.029 Ha
- Gap between HOMO and LUMO: 7.98 eV

***

ii | Density functional theory data (ωB97M-V/def2-TZVPD) for a 3-piece molecular cluster, C2H3IN2 overall.

The geometry in XYZ format:
```
8
Properties=species:S:1:pos:R:3:nbo_charge:R:1
C 0.156 -0.430 0.184 0.129
C -3.005 -0.117 -0.233 0.319
N 1.210 -0.876 0.312 -0.348
N -2.793 1.030 -0.092 -0.751
I 4.538 -0.770 -0.244 -0.146
H -0.778 0.122 0.249 0.230
H 3.048 -0.894 -0.094 0.115
H -2.377 1.934 -0.082 0.452
```

Properties
- E_HOMO: -9.4 eV
- Lowest unoccupied orbital energy: 0.014 Ha
- Gap between HOMO and LUMO: 9.81 eV

***

iii | Density functional theory data (ωB97M-V/def2-TZVPD) for C2H3IN2 as an isolated structure.

The geometry in XYZ format:
```
8
Properties=species:S:1:pos:R:3:nbo_charge:R:1
C 1.244 0.990 0.151 -0.293
C -1.546 -1.247 0.206 -0.442
N 0.841 -0.202 0.059 0.055
N 0.268 -1.162 -0.188 0.030
I -2.459 0.603 -0.029 0.088
H 1.552 1.161 1.110 0.209
H 1.769 1.553 -0.554 0.228
H -1.669 -1.695 -0.755 0.126
```

Properties
- E_HOMO (alpha / beta): -8.1 / -8.1 eV
- Lowest unoccupied orbital energy (alpha / beta): -0.013 / -0.013 Ha
- Gap between HOMO and LUMO (alpha / beta): 7.76 / 7.77 eV

***

Which one sits at the top of the stability order? ii does.

***

i | Density functional theory data (ωB97M-V/def2-TZVPD) for one molecule with the formula C8H14O3.

The geometry in XYZ format:
```
25
Properties=species:S:1:pos:R:3:nbo_charge:R:1
C 1.456 -1.963 -0.394 -0.608
C 1.729 -0.354 -0.044 -0.373
C 0.731 0.508 -0.794 -0.295
C 1.184 1.814 -1.211 -0.584
C -0.559 0.725 -0.003 0.112
O -0.464 1.113 1.346 -0.720
C -1.936 1.570 -0.664 0.581
O -2.273 2.672 -0.986 -0.473
C -1.911 0.122 -0.326 0.150
C -2.826 -0.365 0.880 -0.622
O -1.944 -0.834 -1.371 -0.676
H 0.467 -2.237 0.027 0.209
H 2.284 -2.574 0.173 0.215
H 1.474 -2.041 -1.441 0.193
H 1.730 -0.283 1.036 0.217
H 2.758 -0.160 -0.402 0.198
H 0.586 -0.075 -1.635 0.193
H 2.298 1.848 -1.101 0.204
H 0.762 2.492 -0.550 0.202
H 1.023 2.074 -2.316 0.223
H 0.009 1.990 1.456 0.484
H -2.586 -1.520 0.952 0.228
H -3.851 -0.198 0.548 0.224
H -2.476 0.256 1.722 0.246
H -1.083 -0.765 -1.821 0.474
```

Properties
- E_HOMO: -7.8 eV
- Lowest unoccupied orbital energy: 0.023 Ha
- Gap between HOMO and LUMO: 8.37 eV
- SMILES: CC[C@H](C)[C@@]1(O)C(=O)[C@@]1(C)O

***

ii | Density functional theory data (ωB97M-V/def2-TZVPD) for one molecule with the formula C8H14O3.

The geometry in XYZ format:
```
25
Properties=species:S:1:pos:R:3:nbo_charge:R:1
C 3.072 0.217 0.459 -0.625
C 1.740 0.897 0.867 0.054
C 1.373 1.866 -0.230 -0.203
C 0.175 2.019 -0.690 -0.213
C -0.942 1.104 -0.120 0.061
C -1.422 -0.092 -1.032 -0.436
C -2.378 -1.116 -0.409 -0.435
C -1.581 -2.389 0.154 -0.060
O -0.175 -2.318 -0.032 -0.728
O -0.609 0.688 1.137 -0.257
O 0.611 0.011 1.060 -0.303
H 3.108 -0.713 -0.095 0.242
H 3.450 0.987 -0.225 0.218
H 3.670 0.188 1.432 0.218
H 1.877 1.455 1.727 0.181
H 2.262 2.515 -0.367 0.201
H -0.296 2.743 -1.413 0.223
H -1.855 1.764 -0.063 0.194
H -0.444 -0.527 -1.377 0.239
H -1.933 0.381 -1.863 0.203
H -2.973 -0.715 0.440 0.203
H -3.093 -1.409 -1.110 0.205
H -1.796 -2.416 1.204 0.158
H -2.007 -3.305 -0.167 0.172
H 0.168 -1.837 0.712 0.489
```

Properties
- E_HOMO: -9.7 eV
- Lowest unoccupied orbital energy: 0.034 Ha
- Gap between HOMO and LUMO: 10.63 eV
- SMILES: C[C@H]1C=C[C@@H](CCCO)OO1

***

Which one sits at the top of the stability order? i does.